1.
Density functional theory data (ωB97M-V with the def2-TZVPD basis set) for 2 unconnected molecules or ions with the total composition C3H8NO.

Each atom is followed by the atoms it is bonded to, with distances in Å.
Element x y z (Å)
1 C -1.574 0.913 0.462  C3 1.513, H6 1.121, H7 1.051, H8 1.022
2 C 1.955 -1.631 0.298  N4 1.345, H9 1.104, H10 1.079, H11 1.150
3 C -0.844 1.075 -0.854  C1 1.513, O5 1.377, H12 1.122, H13 1.010
4 N 0.775 -1.117 0.691  C2 1.345
5 O 0.183 0.177 -1.042  C3 1.377
6 H -2.523 1.504 0.536  C1 1.121
7 H -1.815 -0.097 0.629  C1 1.051
8 H -1.122 1.416 1.228  C1 1.022
9 H 2.913 -1.186 0.617  C2 1.104
10 H 1.835 -1.504 -0.766  C2 1.079
11 H 1.942 -2.740 0.603  C2 1.150
12 H -0.329 2.060 -0.705  C3 1.122
13 H -1.395 1.131 -1.698  C3 1.010

Properties
- net charge = +1
- E (Eh) = -248.5070
- multiplicity = 1
- energy above the lowest of the compared OMol25 structures with the same formula, charge and spin (eV) = 8.950
- gap between HOMO and LUMO (spin up / spin down) (eV) = 6.69 / 5.38
- strongest force on any atom (eV/Å) = 5.23
- HOMO energy (spin up / spin down) (eV) = -15.18 / -14.88

natural (NBO) population analysis, charges in e, atoms 1 to 2: -0.61, -0.67

***

2.
Density functional theory data (ωB97M-V with the def2-TZVPD basis set) for 2 unconnected molecules or ions with the total composition C3H8NO.

Each atom is followed by the atoms it is bonded to, with distances in Å.
Element x y z (Å)
1 C -2.651 1.171 0.121  N2 1.275, H3 1.090, H4 1.088
2 N -1.690 0.345 -0.028  C1 1.275, H5 1.006, H6 1.038
3 H -3.676 0.830 0.261  C1 1.090
4 H -2.628 2.197 -0.239  C1 1.088
5 H -1.952 -0.627 -0.026  N2 1.006
6 H -0.874 0.746 -0.529  N2 1.038
7 C 1.777 -1.735 -0.260  C8 1.328, H10 1.084, H11 1.084
8 C 1.880 -0.464 0.114  C7 1.328, O9 1.389, H12 1.084
9 O 0.885 0.505 0.096  C8 1.389, H13 0.947
10 H 2.728 -2.206 -0.479  C7 1.084
11 H 0.961 -2.448 -0.240  C7 1.084
12 H 2.897 -0.175 0.355  C8 1.084
13 H 1.369 1.314 0.007  O9 0.947

Properties
- net charge = +1
- E (Eh) = -248.7555
- multiplicity = 1
- energy above the lowest of the compared OMol25 structures with the same formula, charge and spin (eV) = 2.187
- gap between HOMO and LUMO (eV) = 7.07
- strongest force on any atom (eV/Å) = 2.82
- HOMO energy (eV) = -12.77

natural (NBO) population analysis, charges in e, atoms 1 to 2: 0.15, -0.56